No. 1
# C18H32Cl2FN2O8S2

A cluster of 2 separate species, C18H32Cl2FN2O8S2 in total at a distorted geometry (ωB97M-V/def2-TZVPD, the Open Molecules 2025 dataset).

Summary:
max |F|	2.8	eV Å⁻¹
molar mass	558.50	g/mol
HOMO energy	-12.5	eV
net charge	+1
HOMO-LUMO gap	0.3199	hartree
LUMO energy	-3.81	eV

Last column: Mulliken charge in e.
Atoms and positions in Å:
1 C 7.75470 0.95259 -0.48507  -1.01
2 C 6.58249 1.00591 -1.40045  0.73
3 O 6.54997 0.42923 -2.44200  -0.53
4 O 5.57210 1.77726 -0.96134  -0.46
5 C 4.30297 1.47584 -1.53615  -0.26
6 C 3.87930 2.50925 -2.57712  -1.17
7 C 2.36607 2.82481 -2.54459  0.10
8 C 1.64408 2.07648 -3.67321  -0.54
9 C 0.17457 1.68743 -3.39354  -2.05
10 C -0.01478 1.02448 -2.07679  0.50
11 C -0.40499 1.51701 -0.84663  -0.65
12 C -0.76335 2.91010 -0.36279  0.46
13 Cl -0.86899 4.07814 -1.68364  -0.16
14 C -2.08417 2.95190 0.48815  0.35
15 C -3.24711 3.71389 -0.12608  -1.71
16 Cl -1.77779 3.68211 2.08517  -0.14
17 N -0.34309 0.37192 0.01028  0.04
18 S -0.55781 0.12357 1.67291  1.25
19 O -0.00720 -1.15639 1.91654  -0.57
20 O -0.04058 1.22023 2.37771  -0.50
21 F -2.07597 0.01370 1.81103  -0.16
22 C 0.02663 -0.70160 -0.70229  -0.36
23 N 0.23613 -0.34188 -1.94658  0.54
24 C 0.70342 -1.24270 -3.00660  -0.88
25 C -0.40676 -2.20826 -3.41814  -0.61
26 O -1.55385 -1.45297 -3.76148  -0.49
27 H 7.64380 1.59095 0.38444  0.29
28 H 8.64044 1.26671 -1.02833  0.30
29 H 7.92499 -0.07035 -0.16601  0.29
30 H 3.59214 1.50810 -0.70752  0.35
31 H 4.27756 0.46034 -1.92114  0.42
32 H 4.46729 3.40906 -2.42325  0.59
33 H 4.14776 2.13425 -3.56290  0.28
34 H 1.99366 2.55284 -1.56073  -0.20
35 H 2.28844 3.89301 -2.71756  0.31
36 H 1.69969 2.62240 -4.60864  0.46
37 H 2.18600 1.14159 -3.82978  0.38
38 H -0.10450 0.95346 -4.14921  0.40
39 H -0.49173 2.51668 -3.55263  0.80
40 H 0.03503 3.27317 0.27784  0.59
41 H -2.46338 1.95112 0.65212  0.21
42 H -3.08344 4.78340 -0.13165  0.42
43 H -4.10446 3.53445 0.51962  0.45
44 H -3.51912 3.32802 -1.10384  0.40
45 H 0.17553 -1.70454 -0.34780  0.64
46 H 1.57838 -1.76343 -2.62478  0.43
47 H 1.04547 -0.66988 -3.85568  0.32
48 H -0.61074 -2.89111 -2.59577  0.40
49 H -0.05120 -2.76339 -4.28166  0.40
50 H -2.27073 -1.70529 -3.17584  0.31
51 O -4.68182 -4.52153 6.72807  -0.63
52 S -4.45205 -4.86076 5.35975  1.21
53 O -3.27970 -5.58706 4.98376  -0.60
54 O -4.53229 -3.52592 4.48883  -0.27
55 C -3.69450 -2.42470 4.88993  -0.42
56 C -2.23244 -2.64470 4.55198  -0.90
57 C -5.86778 -5.65841 4.68941  -0.93
58 H -3.83018 -2.22999 5.95467  0.35
59 H -4.08322 -1.56212 4.35090  0.25
60 H -1.81182 -3.46695 5.12726  0.39
61 H -1.65277 -1.74759 4.77588  0.35
62 H -2.11239 -2.89238 3.49610  0.20
63 H -6.75348 -5.08668 4.95108  0.32
64 H -5.90864 -6.65031 5.13360  0.38
65 H -5.74983 -5.73452 3.61216  0.31

No. 2
# C6H10N2O4

A cluster of 2 separate species, C6H10N2O4 in total at a distorted geometry (ωB97M-V/def2-TZVPD, the Open Molecules 2025 dataset).

Summary:
energy relative to the best compared isomer or geometry (same formula, charge and spin)	344.9	kJ/mol
max |F|	1.4	eV Å⁻¹
molar mass	174.16	g/mol
HOMO energy	-10.5	eV
HOMO-LUMO gap	0.3968	hartree
LUMO energy	0.29	eV
structure (SMILES)	O[C@H]1CC[C@@H]1O.N#CC(=O)NO

Last column: Mulliken charge in e.
Atoms and positions in Å:
1 C 1.46386 0.88824 -0.27922  0.18
2 C 2.96761 0.93642 0.08081  -0.74
3 C 2.91182 -0.60571 0.20155  -0.70
4 C 1.38295 -0.46353 0.42062  -0.09
5 C -3.69249 -0.02571 0.45047  0.63
6 C -4.84524 0.71483 -0.11757  0.13
7 H 1.06274 2.73865 -0.00554  0.31
8 H 1.33437 0.70484 -1.35286  0.22
9 H 3.07377 1.39950 1.06439  0.32
10 H 3.66916 1.37960 -0.64229  0.32
11 H 3.53978 -1.12677 0.94498  0.33
12 H 3.08813 -1.02396 -0.79514  0.32
13 H 1.15645 -0.34095 1.49276  0.27
14 H 0.99383 -2.12374 -0.53765  0.23
15 H -1.38189 -1.64781 -0.09665  0.50
16 H -3.33613 -0.67751 -1.40125  0.28
17 N -2.84619 -0.54538 -0.51734  -0.24
18 N -5.81156 1.24497 -0.45845  -0.34
19 O 0.61942 1.90278 0.16708  -0.52
20 O 0.48266 -1.42678 -0.10294  -0.53
21 O -2.34335 -1.79750 -0.15238  -0.39
22 O -3.48969 -0.10447 1.63661  -0.49

No. 3
# C7H11N2O2

A cluster of 2 separate species, C7H11N2O2 in total at a distorted geometry (ωB97M-V/def2-TZVPD, the Open Molecules 2025 dataset).

Summary:
energy relative to the best compared isomer or geometry (same formula, charge and spin)	43.4	kJ/mol
max |F|	2.9	eV Å⁻¹
molar mass	155.18	g/mol
HOMO energy (alpha / beta)	3.9 / -1.6	eV
net charge	-2
HOMO-LUMO gap (alpha / beta)	0.0651 / 0.2653	hartree
spin multiplicity	2
LUMO energy (alpha / beta)	5.70 / 5.61	eV

Last column: Löwdin spin population.
Atoms and positions in Å:
1 C -3.60136 -2.16005 -0.62943  0.48
2 C -1.09819 -1.51050 -0.70573  0.06
3 C -2.23363 -1.86017 -0.00490  0.05
4 C -0.60074 -1.67058 1.40849  0.02
5 N -0.05903 -1.46072 0.15368  0.00
6 N -1.89678 -1.93500 1.31007  0.01
7 H -0.92553 -1.14556 -1.70271  0.03
8 H 0.97724 -1.16412 -0.08431  0.00
9 H -3.65665 -1.90741 -1.69324  0.12
10 H -4.34573 -1.60848 -0.07087  0.08
11 H 0.03837 -1.68376 2.27569  0.00
12 H -3.62275 -3.25982 -0.67166  0.09
13 C 1.48008 2.04030 0.06450  0.01
14 C 2.43950 3.08906 0.66348  0.01
15 C 2.27692 1.03104 -0.78986  0.01
16 O 3.08588 1.51771 -1.59969  0.00
17 O 1.92321 -0.17349 -0.69747  0.00
18 H 1.17443 1.49601 0.97758  0.00
19 H 0.61126 2.26845 -0.55163  0.01
20 H 1.87338 3.84046 1.23724  0.00
21 H 2.92743 3.58327 -0.17452  0.00
22 H 3.23270 2.67333 1.28530  0.00

Q: Which formula does entry 1 have?
A: C18H32Cl2FN2O8S2